{
  "formula": "CH4FIP2",
  "method": "ωB97M-V with the def2-TZVPD basis set",
  "homo_ha": -0.2897,
  "relative_energy_kj_mol": 379.9,
  "smiles": "F[C@@H](I)[PH2]=P",
  "e_lumo_ev": -0.58,
  "symbols": ["F", "C", "I", "P", "P", "H", "H", "H", "H"],
  "positions_angstrom": [[1.570823, 0.824357, 2.114672], [1.361923, 0.807292, 0.795029], [3.103940, -0.062919, -0.279290], [-0.090261, -0.504400, 0.578357], [-2.132336, -0.350803, 0.190016], [1.093570, 1.890631, 0.623287], [0.562831, -1.247760, -0.375248], [0.259496, -1.400045, 1.814942], [-2.072580, 0.401073, 1.361513]],
  "atomic_forces_ev_per_a": [[0.9, -0.3, 1.6], [-1.4, 0.1, -0.5], [-0.7, 0.9, 0.5], [0.6, -1.2, 1.3], [0.9, 0.3, -0.4], [0.5, -1.3, -1.1], [-0.1, -0.4, -0.5], [-0.2, 1.7, -1.6], [-0.5, 0.3, 0.7]],
  "nbo_charge": [-0.358, -0.155, 0.078, 0.511, -0.273, 0.221, -0.005, 0.012, -0.031]
}

{
  "formula": "CH4FN2O",
  "method": "ωB97M-V with the def2-TZVPD basis set",
  "homo_ha": -0.0919,
  "relative_energy_kj_mol": 165.4,
  "e_lumo_ev": 4.67,
  "total_charge": -1,
  "symbols": ["C", "N", "N", "O", "F", "H", "H", "H", "H"],
  "positions_angstrom": [[-0.352393, 0.162350, 0.134198], [0.490000, -0.339232, 1.091273], [0.152369, 0.833225, -0.854738], [-0.519873, 1.584241, -1.738051], [-1.212798, -1.456115, -0.297999], [-1.328463, 0.703318, 0.622594], [1.458743, -0.382123, 0.870149], [0.376273, -1.278969, 1.333734], [0.936141, 0.173305, -1.161160]],
  "atomic_forces_ev_per_a": [[-4.5, 2.3, 2.0], [1.6, 0.1, 1.4], [1.5, -1.8, -0.9], [0.2, 0.0, 0.1], [0.2, 0.3, 0.2], [2.1, -1.7, -1.6], [1.0, 1.0, -0.8], [-1.6, -1.6, 0.3], [-0.6, 1.6, -0.6]],
  "nbo_charge": [0.425, -0.850, -0.250, -0.740, -0.744, 0.155, 0.340, 0.380, 0.283]
}

{
  "formula": "CH4FNO2",
  "method": "ωB97M-V with the def2-TZVPD basis set",
  "homo_ha": -0.3678,
  "relative_energy_kj_mol": 354.7,
  "smiles": "OC(O)NF",
  "e_lumo_ev": 0.72,
  "symbols": ["O", "C", "O", "N", "F", "H", "H", "H", "H"],
  "positions_angstrom": [[-0.452955, 1.430493, -0.343405], [-0.315101, 0.050672, -0.110733], [-0.010698, -0.681368, -1.142280], [0.678810, -0.229501, 0.925849], [0.532963, -1.470251, 1.470391], [-0.637583, 1.829998, 0.440432], [-1.179778, -0.349982, 0.367680], [-0.167440, -0.227807, -1.990681], [1.551783, -0.352254, 0.382747]],
  "atomic_forces_ev_per_a": [[1.5, -2.6, -4.0], [-1.1, 0.4, 4.0], [0.8, -0.9, -4.6], [2.2, 2.8, -0.6], [-0.9, -1.5, 0.3], [-0.8, 1.8, 3.6], [-1.5, 0.0, 0.3], [0.0, -0.2, 0.5], [-0.3, 0.3, 0.5]],
  "nbo_charge": [-0.703, 0.471, -0.703, -0.239, -0.249, 0.482, 0.111, 0.498, 0.331]
}

{
  "formula": "CH4FNO2",
  "method": "ωB97M-V with the def2-TZVPD basis set",
  "homo_ha": -0.3774,
  "relative_energy_kj_mol": 337.3,
  "smiles": "O/C=N/F.O",
  "e_lumo_ev": 0.50,
  "symbols": ["O", "C", "N", "F", "H", "H", "O", "H", "H"],
  "positions_angstrom": [[-0.238330, 1.337594, -0.078503], [0.882121, 0.804741, -0.028236], [1.211825, -0.451751, -0.048555], [2.664937, -0.572283, 0.201234], [-0.868789, 0.642601, -0.282276], [1.710604, 1.392128, 0.311271], [-1.886723, -0.786021, -0.218273], [-1.251390, -1.457373, -0.553969], [-2.224256, -0.909640, 0.697303]],
  "atomic_forces_ev_per_a": [[-2.9, 1.7, -0.7], [6.2, -2.6, 2.0], [-0.3, -0.1, -0.5], [-1.9, 0.7, -0.3], [-1.6, -0.8, -0.1], [0.4, 1.1, -0.3], [-0.1, 0.2, -0.1], [-0.7, 0.3, 1.1], [0.9, -0.6, -1.1]],
  "nbo_charge": [-0.619, 0.370, -0.170, -0.294, 0.512, 0.162, -0.979, 0.514, 0.504]
}

{
  "formula": "CH4FNO2",
  "method": "ωB97M-V with the def2-TZVPD basis set",
  "homo_ha": -0.3879,
  "relative_energy_kj_mol": 358.5,
  "smiles": "OC(O)NF",
  "e_lumo_ev": 0.78,
  "symbols": ["O", "C", "O", "N", "F", "H", "H", "H", "H"],
  "positions_angstrom": [[0.959864, 0.959696, 0.751041], [0.402764, 0.328995, -0.261744], [0.693043, -1.000129, -0.165961], [-1.187714, 0.294896, -0.066119], [-1.878309, 1.415275, -0.671317], [0.742554, 1.900823, 0.979582], [0.823864, 0.730691, -1.219340], [0.318929, -1.241805, 0.698307], [-1.317896, -0.435442, -0.720516]],
  "atomic_forces_ev_per_a": [[1.5, 2.3, 3.3], [-2.2, 0.8, -1.6], [-0.1, -0.5, 0.2], [2.1, 1.2, -0.2], [0.9, -0.7, 0.3], [-0.2, -1.5, -1.0], [-1.1, -0.5, 0.2], [0.3, -0.4, 0.0], [-1.2, -0.9, -1.1]],
  "nbo_charge": [-0.730, 0.476, -0.683, -0.242, -0.287, 0.509, 0.145, 0.481, 0.331]
}

{
  "formula": "CH4IN",
  "method": "ωB97M-V with the def2-TZVPD basis set",
  "homo_ha": -0.3249,
  "relative_energy_kj_mol": 22.9,
  "smiles": "CNI",
  "e_lumo_ev": -0.17,
  "symbols": ["C", "N", "I", "H", "H", "H", "H"],
  "positions_angstrom": [[0.622796, 0.235907, 0.188113], [-0.481071, -0.706418, 0.055154], [-2.411699, 0.067564, -0.004913], [0.158940, 1.014335, 0.849009], [1.641722, -0.187116, 0.447193], [0.908256, 0.762946, -0.751645], [-0.438947, -1.187215, -0.782908]],
  "atomic_forces_ev_per_a": [[-0.1, 1.7, -0.6], [-0.2, 0.2, 1.7], [0.8, 0.0, 0.0], [1.5, -0.5, -0.1], [-1.6, 0.0, 0.7], [-0.7, -0.1, 0.2], [0.2, -1.3, -2.0]],
  "nbo_charge": [-0.443, -0.739, 0.237, 0.208, 0.214, 0.170, 0.353]
}